1.
This record from the Open Molecules 2025 dataset describes C25H49CoNO2SSi2 as an isolated structure. The level of theory is the ωB97M-V functional and the def2-TZVPD basis.

XYZ file:
```
81
C25H49CoNO2SSi2 | the Open Molecules 2025 dataset | the ωB97M-V functional and the def2-TZVPD basis
O -0.563 -1.596 0.495
O -2.162 -0.249 -3.243
C 0.480 -2.406 -0.072
C 1.236 -3.305 0.892
H 1.152 -1.671 -0.530
H 0.036 -3.028 -0.873
H 1.320 -2.883 1.905
H 2.243 -3.462 0.494
H 0.749 -4.281 0.984
C -1.529 -2.425 1.194
C -2.514 -2.999 0.193
H -2.024 -1.758 1.912
H -0.995 -3.216 1.762
H -2.743 -2.266 -0.590
H -3.460 -3.268 0.660
H -2.087 -3.897 -0.259
C -3.262 0.674 -3.440
C -2.105 -1.280 -4.246
C -4.399 0.408 -2.476
H -3.635 0.617 -4.486
H -2.808 1.663 -3.280
H -4.862 -0.560 -2.674
H -5.150 1.183 -2.615
H -4.071 0.432 -1.435
C -3.350 -2.143 -4.322
H -1.218 -1.869 -3.975
H -1.931 -0.811 -5.235
H -3.669 -2.514 -3.345
H -3.134 -3.006 -4.950
H -4.190 -1.612 -4.773
H -0.594 0.438 -2.219
Co 1.146 0.077 2.592
C -0.024 1.387 -2.055
Si 0.846 1.997 -3.603
H -0.760 2.140 -1.750
H 0.658 1.217 -1.225
C 1.720 0.500 -4.362
C 2.141 3.356 -3.316
C -0.288 2.632 -4.997
C 2.271 0.538 1.076
Si 3.478 1.269 2.341
H 1.836 1.238 0.327
H 2.669 -0.334 0.505
C 4.329 2.653 1.398
C 4.735 -0.004 2.923
C 2.641 2.014 3.875
H 0.287 2.743 -5.934
H -0.728 3.614 -4.765
H -1.112 1.928 -5.197
H 2.555 0.191 -3.717
H 2.111 0.724 -5.368
H 1.004 -0.332 -4.438
H 2.713 3.166 -2.395
H 1.670 4.349 -3.229
H 2.853 3.392 -4.160
H 4.896 -0.772 2.152
H 4.436 -0.506 3.853
H 5.697 0.499 3.106
H 2.260 1.296 4.624
H 1.820 2.690 3.594
H 3.416 2.614 4.380
H 5.190 3.054 1.946
H 3.623 3.475 1.217
H 4.679 2.285 0.426
S -0.222 -1.361 6.320
C 1.272 -2.159 6.125
C 1.848 -1.922 4.885
C 1.039 -1.093 4.077
C -0.177 -0.805 4.694
C -1.151 0.012 4.053
C -2.452 0.351 4.476
C -3.305 0.994 3.601
C -2.865 1.279 2.311
C -1.543 1.004 1.945
N -0.678 0.472 2.834
H 1.689 -2.737 6.952
H 2.811 -2.305 4.545
H -2.775 0.067 5.475
H -4.327 1.267 3.908
H -3.526 1.745 1.584
H -1.164 1.189 0.937
```

The gap between HOMO and LUMO (alpha / beta) comes out at 7.330 / 7.811 eV. As for the multiplicity: 4. As for the max |F|: 3.33 eV/A. Its LUMO energy (alpha / beta) is -0.08 / -0.07 eV.

---

2.
This record from the Open Molecules 2025 dataset describes C6H18AlB2O4 as an isolated structure. The level of theory is the ωB97M-V functional and the def2-TZVPD basis.

XYZ file:
```
31
C6H18AlB2O4 | the Open Molecules 2025 dataset | the ωB97M-V functional and the def2-TZVPD basis
C 1.352 -2.359 -0.766
C 2.176 -1.266 -0.081
C 2.272 -0.045 -0.994
C 1.679 -0.889 1.338
C 0.172 -1.051 1.597
Al -1.145 0.334 0.899
C -2.144 -0.287 -0.767
B -3.157 0.819 -1.120
O -4.324 1.032 -0.402
O -2.985 1.742 -2.143
B -0.209 2.300 0.587
O 0.370 2.756 -0.604
O -0.174 3.265 1.610
H 1.038 -3.135 -0.067
H 1.946 -2.844 -1.547
H 0.460 -1.946 -1.240
H 3.193 -1.667 0.016
H 2.749 -0.306 -1.945
H 1.283 0.360 -1.219
H 2.875 0.741 -0.534
H 1.947 0.162 1.508
H 2.273 -1.469 2.059
H 0.017 -1.015 2.684
H -0.145 -2.056 1.299
H -2.316 0.488 2.055
H -1.457 -0.524 -1.587
H -2.657 -1.202 -0.450
H -4.309 0.492 0.393
H -2.144 1.594 -2.577
H 1.259 3.090 -0.450
H 0.107 2.887 2.447
```

The gap between HOMO and LUMO comes out at 7.601 eV. Its charge is -1. As for the max |F|: 1.04 eV/A. Its LUMO energy is 3.25 eV.

---

3.
This record from the Open Molecules 2025 dataset describes a 6-piece molecular cluster, C52H64N4O30PS overall. The level of theory is the ωB97M-V functional and the def2-TZVPD basis.

XYZ file:
```
152
C52H64N4O30PS | the Open Molecules 2025 dataset | the ωB97M-V functional and the def2-TZVPD basis
C -3.868 4.724 -0.223
C -3.152 3.491 -0.183
N -2.472 2.957 1.063
O -2.993 3.753 2.075
C -2.784 1.513 1.364
C -4.115 0.943 0.628
C -5.480 1.605 1.180
C -6.732 0.809 0.516
O -5.637 1.407 2.624
C -1.567 0.478 1.315
O -1.551 -0.254 2.585
C -1.728 -0.729 0.222
C -2.343 -2.085 0.781
C -1.158 -3.092 1.235
C -1.596 -4.639 1.137
O -1.768 -4.925 -0.280
C -3.106 -5.296 -0.534
O -3.741 -4.694 -1.425
O -0.243 0.982 1.209
C -0.053 2.207 0.441
C -0.306 1.841 -1.081
C 0.410 2.656 -2.234
C 0.785 1.771 -3.554
C 1.900 0.662 -3.276
N 3.304 1.135 -3.465
C 4.161 -0.079 -3.318
C 4.578 -0.664 -1.872
O 4.629 -0.695 -4.306
S 1.813 2.442 0.700
C 2.411 1.636 2.294
O 2.609 1.633 -0.327
O 2.276 3.857 0.539
C -0.976 3.311 1.125
C -0.687 4.844 0.717
N -0.507 5.134 -0.710
P -0.375 3.405 2.976
N -0.763 5.031 3.629
O -1.223 2.344 3.983
H -3.607 5.633 0.400
H -4.783 4.797 -0.897
H -3.209 2.898 -1.162
H -3.936 3.545 2.241
H -3.129 1.538 2.467
H -4.250 -0.162 0.935
H -4.036 0.928 -0.503
H -5.540 2.728 1.018
H -6.563 -0.290 0.819
H -6.735 0.964 -0.609
H -7.722 1.114 1.016
H -6.228 0.632 2.775
H -2.459 -0.404 2.908
H -2.199 -0.358 -0.762
H -0.642 -0.977 -0.078
H -2.839 -2.615 -0.117
H -3.162 -1.978 1.564
H -0.245 -2.986 0.541
H -0.792 -2.819 2.285
H -0.702 -5.234 1.552
H -2.538 -4.770 1.766
H -3.667 -6.105 0.055
H 0.080 0.757 -1.193
H -1.419 1.746 -1.371
H -0.325 3.451 -2.628
H 1.360 3.212 -1.967
H 1.210 2.463 -4.372
H -0.127 1.244 -3.993
H 1.828 0.148 -2.260
H 1.736 -0.166 -4.061
H 3.613 1.778 -2.723
H 5.431 -0.055 -1.401
H 3.686 -0.712 -1.151
H 4.978 -1.731 -1.977
H 2.245 2.295 3.201
H 2.021 0.575 2.388
H 3.550 1.551 2.142
H -1.508 5.564 1.095
H 0.259 5.228 1.251
H -1.381 5.345 -1.204
H 0.097 5.956 -0.880
H -0.862 4.858 4.651
H 0.080 5.614 3.530
H -0.715 2.171 4.804
C -3.751 -5.681 5.074
C -4.597 -5.614 6.105
C -4.210 -4.955 7.386
O -5.014 -4.896 8.298
C -2.856 -4.404 7.494
C -2.010 -4.474 6.464
C -2.406 -5.108 5.174
O -1.612 -5.137 4.248
O -0.750 -3.970 6.549
O -5.846 -6.141 6.029
H -4.020 -6.153 4.138
H -2.581 -3.945 8.434
H -0.341 -4.143 5.679
H -6.257 -5.963 6.897
C 8.434 -5.599 -1.301
C 7.666 -4.645 -0.771
C 7.453 -3.344 -1.466
O 6.728 -2.504 -0.957
C 8.135 -3.125 -2.744
C 8.907 -4.078 -3.273
C 9.098 -5.391 -2.592
O 9.794 -6.243 -3.113
O 9.548 -3.891 -4.456
O 7.045 -4.820 0.427
H 8.596 -6.549 -0.808
H 7.986 -2.170 -3.229
H 10.036 -4.721 -4.621
H 6.552 -3.990 0.589
C -2.674 -2.440 -3.922
C -3.233 -3.170 -4.892
C -3.656 -2.553 -6.183
O -4.144 -3.250 -7.052
C -3.466 -1.108 -6.349
C -2.911 -0.380 -5.379
C -2.463 -1.002 -4.099
O -1.942 -0.304 -3.240
O -2.730 0.963 -5.517
O -3.437 -4.501 -4.744
H -2.361 -2.876 -2.982
H -3.793 -0.669 -7.282
H -2.312 1.255 -4.685
H -3.850 -4.796 -5.580
C -2.983 7.598 -5.574
C -2.577 7.701 -4.307
C -3.058 6.758 -3.256
O -2.647 6.874 -2.109
C -4.018 5.723 -3.651
C -4.427 5.622 -4.918
C -3.925 6.548 -5.973
O -4.306 6.413 -7.120
O -5.317 4.671 -5.296
O -1.705 8.671 -3.922
H -2.639 8.274 -6.345
H -4.373 5.057 -2.879
H -5.449 4.805 -6.256
H -1.569 8.534 -2.965
C 6.235 -1.662 4.175
C 6.831 -1.410 5.343
C 8.317 -1.400 5.472
O 8.825 -1.147 6.549
C 9.112 -1.703 4.278
C 8.516 -1.958 3.111
C 7.032 -1.942 2.977
O 6.523 -2.162 1.891
O 9.239 -2.243 1.996
O 6.107 -1.152 6.464
H 5.159 -1.671 4.068
H 10.188 -1.710 4.388
H 8.580 -2.387 1.289
H 6.767 -1.002 7.169
```

The gap between HOMO and LUMO comes out at 6.772 eV. Its charge is +1. As for the max |F|: 6.47 eV/A. Its LUMO energy is -3.83 eV.

---

4.
This record from the Open Molecules 2025 dataset describes a 5-piece molecular cluster, H10O5 overall. The level of theory is the ωB97M-V functional and the def2-TZVPD basis.

XYZ file:
```
15
H10O5 | the Open Molecules 2025 dataset | the ωB97M-V functional and the def2-TZVPD basis
O 0.262 0.006 0.433
H -0.405 0.327 -0.173
H -0.225 -0.237 1.220
O 1.091 -2.084 -1.412
H 1.180 -2.548 -0.580
H 0.914 -1.177 -1.164
O 2.379 2.089 -0.110
H 2.033 1.316 0.338
H 1.615 2.485 -0.529
O -1.591 -0.555 2.591
H -2.338 -1.000 2.190
H -1.425 -1.045 3.397
O -0.821 0.868 -1.889
H -1.533 1.495 -2.019
H -1.136 0.060 -2.293
```

The SMILES is O.O.O.O.O. The gap between HOMO and LUMO comes out at 10.794 eV. As for the max |F|: 0.74 eV/A. Its LUMO energy is 0.16 eV.